(1)
Below is 2 unconnected molecules or ions with the total composition C4H9O, with properties calculated with the ωB97M-V functional and the def2-TZVPD basis.

The geometry in ORCA input format:
```
! wB97M-V def2-TZVPD RIJCOSX def2/J DEFGRID3
* xyz 0 2
C -2.836 0.135 -0.292
O -1.833 0.547 0.542
H -3.394 0.856 -0.900
H -2.380 -0.524 -1.053
H -3.530 -0.514 0.264
C 0.978 -0.086 0.920
C 2.147 0.012 0.009
C 2.099 -0.577 -1.201
H 1.244 -0.204 1.977
H 0.345 0.801 0.886
H 0.273 -0.865 0.627
H 2.899 0.781 0.161
H 2.771 -0.314 -2.012
H 1.561 -1.523 -1.249
*
```

Properties
M = 73.1 g/mol
total energy = -6337.7208 eV
HOMO (spin up / spin down) = -9.2 / -9.2 eV
gap between HOMO and LUMO (spin up / spin down) = 10.15 / 7.67 eV

Per-atom Mulliken charges, elementary charge units:
1. C -0.527
2. O -0.295
3. H 0.262
4. H 0.254
5. H 0.273
6. C -0.909
7. C 0.103
8. C -0.754
9. H 0.328
10. H 0.234
11. H 0.235
12. H 0.290
13. H 0.264
14. H 0.241

=====

(2)
Below is C21H23NO4 in the gas phase, with properties calculated with the ωB97M-V functional and the def2-TZVPD basis.

The geometry in ORCA input format:
```
! wB97M-V def2-TZVPD RIJCOSX def2/J DEFGRID3
* xyz 0 1
C -5.596 -2.106 0.894
C -6.156 -0.704 1.117
O -5.730 0.215 0.132
C -4.440 0.655 0.136
C -4.046 1.375 -0.995
C -2.770 1.877 -1.101
C -1.832 1.678 -0.084
C -2.237 0.982 1.048
C -3.521 0.476 1.162
H -3.781 -0.063 2.059
H -1.546 0.809 1.859
N -0.537 2.209 -0.248
C 0.236 2.440 0.951
H -0.396 2.946 1.679
H 1.067 3.100 0.702
H 0.647 1.530 1.410
C 0.223 1.630 -1.349
C 0.555 0.189 -1.047
C -0.403 -0.753 -1.213
C -0.250 -2.128 -0.781
O -1.096 -2.984 -0.873
O 0.948 -2.461 -0.215
C 1.943 -1.555 -0.064
C 3.126 -2.005 0.512
C 4.188 -1.148 0.704
C 4.084 0.191 0.318
C 2.901 0.640 -0.254
C 1.813 -0.209 -0.453
H 2.856 1.678 -0.539
O 5.048 1.136 0.471
C 6.332 0.771 0.938
C 7.172 0.079 -0.131
H 7.265 0.725 -1.001
H 8.163 -0.130 0.261
H 6.713 -0.855 -0.446
H 6.795 1.722 1.215
H 6.256 0.151 1.840
H 5.088 -1.532 1.157
H 3.193 -3.041 0.804
H -1.358 -0.517 -1.656
H -0.388 1.677 -2.251
H 1.116 2.235 -1.505
H -2.490 2.438 -1.980
H -4.769 1.528 -1.780
H -7.245 -0.717 1.018
H -5.909 -0.339 2.122
H -5.895 -2.471 -0.085
H -4.510 -2.103 0.936
H -5.979 -2.780 1.655
*
```

Properties
structure (SMILES) = CCOc1ccc(N(C)Cc2cc(=O)oc3ccc(OCC)cc23)cc1
M = 353.4 g/mol
total energy = -31829.8098 eV
HOMO = -7.7 eV
gap between HOMO and LUMO = 7.71 eV

Per-atom Mulliken charges, elementary charge units:
1. C -0.953
2. C -0.409
3. O -0.483
4. C 0.580
5. C -0.644
6. C -0.243
7. C 0.065
8. C -0.416
9. C -0.536
10. H 0.329
11. H 0.417
12. N 0.131
13. C -1.199
14. H 0.413
15. H 0.330
16. H 0.392
17. C -1.728
18. C 1.046
19. C -0.278
20. C -0.064
21. O -0.647
22. O -0.463
23. C -0.214
24. C -1.098
25. C -0.497
26. C 0.194
27. C 0.006
28. C 1.078
29. H 0.420
30. O -0.461
31. C -0.436
32. C -1.044
33. H 0.306
34. H 0.358
35. H 0.343
36. H 0.327
37. H 0.336
38. H 0.345
39. H 0.462
40. H 0.504
41. H 0.505
42. H 0.500
43. H 0.430
44. H 0.431
45. H 0.317
46. H 0.310
47. H 0.298
48. H 0.288
49. H 0.351

=====

(3)
Below is C6H7BrN2O2 in the gas phase, with properties calculated with the ωB97M-V functional and the def2-TZVPD basis.

The geometry in ORCA input format:
```
! wB97M-V def2-TZVPD RIJCOSX def2/J DEFGRID3
* xyz 0 1
C 1.286 0.031 -1.123
C 2.147 0.754 -0.449
C 0.701 1.531 1.470
C 0.351 -0.604 -1.707
C -1.323 0.582 0.828
C -2.337 -0.409 1.276
N 1.865 1.443 0.733
N -0.186 0.556 1.220
O 3.455 0.681 -0.765
O 0.449 2.432 2.222
Br -2.003 2.106 -0.320
H -0.019 -0.275 -2.641
H 0.014 -1.584 -1.336
H -2.575 -0.128 2.307
H -1.820 -1.358 1.369
H -3.237 -0.362 0.558
H 2.638 1.870 1.059
H 4.017 1.233 -0.220
*
```

Properties
structure (SMILES) = C=C=C(O)NC(=O)/N=C(/C)Br
M = 219.0 g/mol
total energy = -83450.3667 eV
HOMO = -8.3 eV
gap between HOMO and LUMO = 8.79 eV

Per-atom Mulliken charges, elementary charge units:
1. C 0.564
2. C 0.063
3. C 0.428
4. C -0.781
5. C 0.478
6. C -0.973
7. N -0.072
8. N -0.326
9. O -0.474
10. O -0.559
11. Br -0.175
12. H 0.260
13. H 0.234
14. H 0.294
15. H 0.323
16. H 0.334
17. H 0.103
18. H 0.280

=====

(4)
Below is a molecular structure, C3H3HgNaO4, with properties calculated with the ωB97M-V functional and the def2-TZVPD basis.

The geometry in ORCA input format:
```
! wB97M-V def2-TZVPD RIJCOSX def2/J DEFGRID3
* xyz 0 3
O -0.703 -2.543 -2.392
O 0.833 0.671 -1.015
C 0.597 0.898 0.293
C -0.094 -0.050 -1.744
O 1.286 1.768 0.856
O -0.328 0.260 0.878
C 0.354 -0.977 -2.716
H -1.119 0.338 -1.700
H 1.261 -1.604 -2.713
H 0.556 -0.447 -3.665
Hg 0.274 1.588 3.040
Na -1.230 -1.681 0.224
*
```

Properties
M = 326.6 g/mol
total energy = -19935.3387 eV
HOMO (spin up / spin down) = -6.6 / -6.6 eV
gap between HOMO and LUMO (spin up / spin down) = 5.54 / 4.35 eV

Per-atom Mulliken charges, elementary charge units:
1. O -0.406
2. O -0.251
3. C 0.718
4. C -0.284
5. O -0.603
6. O -0.788
7. C -0.391
8. H 0.582
9. H 0.251
10. H 0.322
11. Hg -0.097
12. Na 0.947

=====

(5)
Below is 2 unconnected molecules or ions with the total composition C4H4N2S, with properties calculated with the ωB97M-V functional and the def2-TZVPD basis.

The geometry in ORCA input format:
```
! wB97M-V def2-TZVPD RIJCOSX def2/J DEFGRID3
* xyz 0 1
C 1.021 0.515 0.704
C -0.189 0.888 0.130
C 0.914 -0.474 -1.162
C -1.133 -1.207 1.419
N 1.688 -0.315 -0.137
N -0.204 0.285 -1.073
S -2.584 -0.902 1.775
H 1.318 0.638 1.721
H -1.114 1.551 0.314
H 1.197 -1.178 -1.981
H -0.912 0.197 -1.708
*
```

Properties
M = 112.2 g/mol
total energy = -18025.2565 eV
HOMO = -8.5 eV
gap between HOMO and LUMO = 8.53 eV

Per-atom Mulliken charges, elementary charge units:
1. C -0.352
2. C -0.386
3. C -0.080
4. C 0.107
5. N -0.511
6. N 0.026
7. S -0.118
8. H 0.393
9. H 0.433
10. H 0.349
11. H 0.138

=====

(6)
Below is CH3BrN2 in the gas phase, with properties calculated with the ωB97M-V functional and the def2-TZVPD basis.

The geometry in ORCA input format:
```
! wB97M-V def2-TZVPD RIJCOSX def2/J DEFGRID3
* xyz 0 1
C 0.649 0.433 -0.307
N -0.323 -0.518 -0.707
N -1.351 -1.100 -0.096
Br -1.849 -0.950 1.786
H 0.544 0.982 0.601
H 0.719 1.176 -1.062
H 1.612 -0.023 -0.215
*
```

Properties
structure (SMILES) = C/N=N\Br
M = 123.0 g/mol
total energy = -74105.4400 eV
HOMO = -9.8 eV
gap between HOMO and LUMO = 9.46 eV

Per-atom Mulliken charges, elementary charge units:
1. C -0.635
2. N -0.111
3. N -0.061
4. Br -0.095
5. H 0.340
6. H 0.281
7. H 0.281

=====

What is the formula in the third record?
C6H7BrN2O2